No. 1
Entry from the OMol25 dataset: a gas-phase ion, C16H24F7N2O4S (charge +1) (wB97M-V/def2-TZVPD).

Computed properties:
* orbital gap: 10.67 eV
* HOMO level: -14.0 eV

The geometry in ORCA input format:
```
! RIJCOSX wB97M-V def2-TZVPD def2/J DEFGRID3
* xyz 1 1
C -3.2147 -3.1835 -0.0778
C -2.7867 -2.2481 1.0578
C -3.0408 -0.7571 0.8152
O -3.0782 -0.4677 -0.5965
C -3.0254 0.8679 -0.9027
N -1.5910 1.2540 -1.1489
C -0.8022 0.5009 -1.9122
N 0.3908 1.0704 -1.9656
O 1.3984 0.5509 -2.7005
C 2.5681 0.1787 -1.9021
C 2.5820 -1.2991 -1.5571
C 3.8481 -1.5522 -0.7256
C 1.3027 -1.7995 -0.8685
C 0.8702 -0.9453 0.3424
C 1.4468 -3.2742 -0.4690
C 0.4140 2.2306 -1.2495
C -0.8349 2.3229 -0.6989
S -1.4132 3.5997 0.3777
O -2.5647 3.1129 1.0741
O -1.3735 4.8262 -0.3439
C -0.0480 3.7290 1.6506
F -0.5368 4.6608 2.4737
F 1.0491 4.1993 1.0375
C 0.2832 2.4161 2.4601
F 0.0564 2.6513 3.7569
F -0.5340 1.4203 2.0309
C 1.7480 1.8924 2.3296
F 1.8210 0.6701 2.8570
F 2.5878 2.7270 2.9552
F 2.1164 1.8042 1.0251
H -2.9065 -2.8088 -1.0533
H -4.2960 -3.3334 -0.0919
H -2.7521 -4.1631 0.0608
H -1.7327 -2.4117 1.2926
H -3.3463 -2.5209 1.9564
H -3.9942 -0.4431 1.2497
H -2.2506 -0.1529 1.2760
H -3.3927 1.5231 -0.1186
H -3.5597 1.0437 -1.8374
H -1.0735 -0.4225 -2.4030
H 3.4128 0.4326 -2.5447
H 2.6211 0.8112 -1.0124
H 2.6556 -1.8337 -2.5121
H 4.6650 -0.8974 -1.0379
H 3.6618 -1.3523 0.3341
H 4.1910 -2.5826 -0.8247
H 0.5072 -1.7841 -1.6229
H 1.4398 -0.0164 0.4462
H 1.0019 -1.4937 1.2783
H -0.1911 -0.6813 0.2916
H 0.4652 -3.6951 -0.2377
H 1.8945 -3.8696 -1.2677
H 2.0622 -3.3787 0.4295
H 1.2780 2.8719 -1.1755
*
```

---

No. 2
Entry from the OMol25 dataset: a molecular structure, C16H24FO12 in a non-equilibrium geometry (wB97M-V/def2-TZVPD).

Computed properties:
* orbital gap: 9.06 eV
* energy relative to the best compared isomer or geometry (same formula, charge and spin): 251.5 kcal per mole
* HOMO level: -6.4 eV

The geometry in ORCA input format:
```
! RIJCOSX wB97M-V def2-TZVPD def2/J DEFGRID3
* xyz -1 1
F 16.7593 23.0800 -4.2493
C 17.4323 26.5079 -4.5514
C 17.9906 25.1139 -4.9392
C 17.4686 24.6853 -6.3129
O 18.6703 24.1414 -6.9156
C 19.7605 24.5870 -6.2964
O 20.9728 24.4308 -6.6067
O 19.3277 25.1650 -5.1727
H 17.3219 26.5943 -3.4704
H 16.3786 26.6086 -4.8113
H 18.0532 27.3128 -4.9447
H 17.9360 24.3189 -4.1955
H 17.1142 25.5769 -6.8302
H 16.8798 23.7700 -6.2523
C 16.3417 22.4016 -6.6876
C 17.8247 22.1398 -6.4934
C 17.9777 21.4191 -5.2214
O 19.0236 20.5568 -5.4571
C 19.1923 20.4185 -6.7665
O 20.0922 19.7304 -7.2236
O 18.2680 21.2210 -7.4602
H 16.3018 22.7164 -7.7304
H 16.0877 23.1510 -5.9379
H 15.7212 21.5078 -6.6219
H 18.4022 23.0592 -6.5905
H 17.0842 20.8514 -4.9616
H 18.2891 22.0206 -4.3675
C 14.4060 22.9260 -4.2966
C 14.4199 23.4452 -2.8525
C 15.6650 24.0732 -2.3338
O 15.2704 25.3155 -1.7977
C 14.0319 25.5587 -2.1829
O 13.3275 26.5320 -1.8216
O 13.4923 24.5112 -2.7932
H 14.6346 21.8611 -4.2556
H 15.0867 23.5363 -4.8902
H 13.4839 22.8976 -4.8773
H 14.1381 22.7134 -2.0954
H 16.3913 24.2988 -3.1146
H 16.1539 23.4646 -1.5732
C 17.8933 22.1424 -2.2597
C 18.3966 23.3682 -3.0217
C 17.9429 24.7355 -2.4849
O 19.0682 25.4350 -2.2044
C 20.1289 24.7143 -2.4629
O 21.2917 25.0911 -2.5078
O 19.7222 23.4191 -2.7609
H 18.5968 21.3563 -2.5340
H 16.9394 21.8523 -2.7002
H 17.7353 22.4068 -1.2141
H 18.3524 23.2176 -4.1004
H 17.3863 24.4905 -1.5803
H 17.4257 25.2113 -3.3181
*
```

---

No. 3
Entry from the OMol25 dataset: a molecular structure, C16H24FeNO3 in a non-equilibrium geometry (wB97M-V/def2-TZVPD).

Computed properties:
* orbital gap (spin up / spin down): 5.77 / 7.04 eV
* energy relative to the best compared isomer or geometry (same formula, charge and spin): 31.9 kcal per mole
* HOMO level (spin up / spin down): -8.3 / -11.1 eV

The geometry in ORCA input format:
```
! RIJCOSX wB97M-V def2-TZVPD def2/J DEFGRID3
* xyz 1 5
C 3.3496 0.4331 0.0385
C 3.0203 0.1983 1.5343
C 1.7126 -0.4681 1.6717
Fe -1.4747 -0.0656 0.3660
C -1.0945 -1.7611 1.0768
O -0.9053 -2.9158 1.0398
C -0.2798 -0.2167 -1.0341
O 0.4242 -0.6554 -1.8684
C -2.3866 0.6314 1.9766
C -3.2827 0.5328 0.8380
C -2.7392 1.3412 -0.2143
C -1.5091 1.9366 0.2743
C -1.3260 1.5184 1.6339
H 4.3500 0.8706 -0.1178
H 3.2073 -0.4788 -0.5730
H 2.6264 1.1466 -0.3760
H 2.9639 1.1639 2.0531
H 1.6030 -1.3892 1.0953
H 1.1327 -0.4081 2.6087
H -2.5260 0.1814 2.9588
H -4.2083 -0.0354 0.7974
H -3.1684 1.5038 -1.1992
H -0.8787 2.6609 -0.2432
H -0.5542 1.9084 2.3164
C 2.4151 -4.3983 1.3687
O 2.9834 -3.0869 1.2484
C 4.3916 -3.0348 1.3402
C 4.8833 -1.5821 1.3737
C 6.3368 -1.4141 1.8076
C 6.4039 -0.0445 2.4940
C 5.0209 0.2735 3.0488
N 4.0508 -0.5877 2.2339
H 1.3351 -4.2934 1.2258
H 2.8139 -5.1002 0.6125
H 2.6109 -4.8111 2.3750
H 4.7365 -3.6170 2.2277
H 4.8236 -3.4788 0.4041
H 4.8048 -1.1845 0.3611
H 6.6293 -2.2252 2.4890
H 6.9748 -1.4585 0.9060
H 7.1444 -0.0504 3.2952
H 6.7293 0.7376 1.8019
H 4.8612 0.0158 4.1034
H 4.7880 1.3269 2.9099
H 3.5702 -1.1681 2.9262
*
```

---

No. 4
Entry from the OMol25 dataset: C16H24N2O3S in the gas phase (wB97M-V/def2-TZVPD).

Computed properties:
* orbital gap: 9.57 eV
* energy relative to the best compared isomer or geometry (same formula, charge and spin): 22.2 kcal per mole
* HOMO level: -9.0 eV

The geometry in ORCA input format:
```
! RIJCOSX wB97M-V def2-TZVPD def2/J DEFGRID3
* xyz 0 1
C -5.6100 -1.1940 1.7904
C -5.0273 -0.2099 0.7842
C -4.0084 -0.8855 -0.1334
N -3.4086 0.0055 -1.1039
S -2.1681 0.9744 -0.5350
O -1.9296 1.9575 -1.5522
O -2.4034 1.4355 0.8066
C -0.8123 -0.1796 -0.5147
C -0.2076 -0.5142 0.6806
C 0.9263 -1.3073 0.6668
C 1.4605 -1.7494 -0.5397
C 2.8018 -2.4200 -0.5601
C 3.8952 -1.3378 -0.6712
C 3.7494 -0.3855 0.5089
O 4.0571 -0.7344 1.6360
N 3.2294 0.8323 0.2692
C 2.8001 1.3966 -0.9991
C 2.2026 2.7606 -0.6386
C 1.7907 2.5960 0.8227
C 2.9061 1.7192 1.3762
C 0.8011 -1.4461 -1.7285
C -0.3377 -0.6597 -1.7193
H -4.8241 -1.6044 2.4198
H -6.1066 -2.0170 1.2800
H -6.3360 -0.6970 2.4284
H -4.5304 0.6093 1.3052
H -5.8308 0.2109 0.1737
H -4.4761 -1.7136 -0.6771
H -3.1816 -1.2870 0.4579
H -4.0775 0.5485 -1.6293
H -0.6199 -0.1261 1.5991
H 1.4238 -1.5571 1.5916
H 2.9605 -2.9738 0.3657
H 2.8838 -3.1058 -1.4048
H 4.8730 -1.8161 -0.5968
H 3.8207 -0.8214 -1.6257
H 2.0421 0.7606 -1.4650
H 3.6471 1.4983 -1.6855
H 2.9607 3.5397 -0.7269
H 1.3607 3.0136 -1.2794
H 0.8308 2.0820 0.8846
H 1.7130 3.5464 1.3450
H 3.7855 2.3170 1.6432
H 2.6189 1.1247 2.2442
H 1.2005 -1.8058 -2.6659
H -0.8456 -0.3802 -2.6281
*
```

---

No. 5
Entry from the OMol25 dataset: a molecular structure, C16H24N3O2Rb in a non-equilibrium geometry (wB97M-V/def2-TZVPD).

Computed properties:
* orbital gap: 7.09 eV
* energy relative to the best compared isomer or geometry (same formula, charge and spin): 0.0 kcal per mole
* HOMO level: -7.5 eV

The geometry in ORCA input format:
```
! RIJCOSX wB97M-V def2-TZVPD def2/J DEFGRID3
* xyz 0 1
Rb -8.3315 -1.4574 10.8972
C -11.6143 -4.0750 13.8729
C -10.5407 -3.7722 14.9633
C -11.0706 -2.5692 15.7619
C -9.1771 -3.4899 14.3332
C -8.5498 -4.4654 13.5280
C -7.2962 -4.2334 12.9598
C -6.5792 -3.0595 13.2370
C -5.1491 -2.8988 12.8400
C -7.2322 -2.0769 13.9369
C -8.4855 -2.2624 14.4870
H -12.5738 -4.1964 14.3701
H -11.3762 -5.0043 13.3682
H -11.6430 -3.2297 13.1821
H -10.3737 -4.6349 15.6234
H -11.1857 -1.7133 15.0795
H -10.3380 -2.3111 16.5474
H -12.0188 -2.7978 16.2167
H -9.0240 -5.4606 13.4031
H -6.8601 -5.0076 12.3803
H -4.8721 -3.4893 11.9614
H -4.4856 -3.2099 13.6641
H -4.8630 -1.8599 12.6800
H -6.7436 -1.1355 14.0956
H -8.9106 -1.4117 14.9436
C -5.2590 -0.7503 8.9489
O -6.3583 0.1013 9.1905
C -5.9623 1.3028 9.8221
C -7.1309 2.2001 10.1603
O -7.7576 1.7264 11.3247
C -8.7159 2.6250 11.8332
H -4.4692 -0.1873 8.4097
H -5.5737 -1.5375 8.3219
H -4.8173 -1.1099 9.8952
H -5.2608 1.7869 9.1506
H -5.3754 1.0264 10.7480
H -7.8246 2.2383 9.3465
H -6.6965 3.1800 10.3147
H -8.2852 3.4227 12.4431
H -9.3883 2.0383 12.4336
H -9.3757 2.9944 11.0784
N -10.5447 -0.6526 12.3412
C -11.3588 -0.2238 13.0533
N -12.2987 0.2902 13.8238
C -13.4468 -0.4009 13.7941
N -14.4850 -0.9370 13.6931
*
```

---

No. 6
Entry from the OMol25 dataset: C16H24N4O3S in the gas phase in a non-equilibrium geometry (wB97M-V/def2-TZVPD).

Computed properties:
* orbital gap: 8.93 eV
* energy relative to the best compared isomer or geometry (same formula, charge and spin): 99.6 kcal per mole
* HOMO level: -8.4 eV

The geometry in ORCA input format:
```
! RIJCOSX wB97M-V def2-TZVPD def2/J DEFGRID3
* xyz 0 1
C -3.3604 3.0548 -1.5990
C -2.4341 1.8468 -1.5223
C -1.0925 2.0700 -2.2221
C -0.1974 3.0954 -1.5269
C 0.3362 2.6028 -0.1903
O 0.0328 1.5467 0.3162
N 1.2248 3.4541 0.3846
S 1.9958 3.2692 1.9258
O 1.1016 3.7686 2.9232
O 3.2394 3.9523 1.7283
C 2.1863 1.5226 2.0422
C 1.4346 0.8247 2.9687
C 1.4306 -0.5509 2.9317
C 2.1523 -1.2286 1.9347
N 2.2025 -2.6013 1.9221
N 1.4092 -3.4559 1.5306
N 0.2787 -3.2539 0.9157
C -0.4248 -4.4543 0.5213
C -0.5590 -4.5204 -1.0000
C -1.2598 -3.2643 -1.5112
C -0.4936 -2.0280 -1.0505
C -0.3532 -2.0235 0.4717
C 2.9723 -0.4988 1.0606
C 2.9777 0.8774 1.1099
H -3.5059 3.3610 -2.6335
H -4.3315 2.8086 -1.1763
H -2.9599 3.8978 -1.0418
H -2.2501 1.5860 -0.4801
H -2.9287 0.9963 -1.9982
H -1.2729 2.4005 -3.2480
H -0.5533 1.1214 -2.2624
H 0.6592 3.3281 -2.1645
H -0.7421 4.0250 -1.3530
H 1.4719 4.3117 -0.0828
H 0.8418 1.3779 3.6787
H 0.8420 -1.1228 3.6335
H 0.1392 -5.3057 0.9042
H -1.4213 -4.4492 0.9788
H -1.1203 -5.4136 -1.2764
H 0.4359 -4.5915 -1.4437
H -1.3209 -3.2846 -2.6003
H -2.2785 -3.2290 -1.1180
H -1.0089 -1.1164 -1.3525
H 0.5012 -2.0228 -1.5016
H 0.2196 -1.1527 0.7850
H -1.3458 -1.9653 0.9337
H 3.5605 -1.0312 0.3288
H 3.5689 1.4649 0.4251
*
```

---

No. 7
Entry from the OMol25 dataset: 6 unconnected molecules or ions with the total composition C16H24N4O4 in a non-equilibrium geometry (wB97M-V/def2-TZVPD).

Computed properties:
* orbital gap: 10.66 eV
* energy relative to the best compared isomer or geometry (same formula, charge and spin): 123.5 kcal per mole
* HOMO level: -10.2 eV

The geometry in ORCA input format:
```
! RIJCOSX wB97M-V def2-TZVPD def2/J DEFGRID3
* xyz 0 1
O 1.2437 -3.8309 -0.5924
C 1.3944 -3.3633 0.4807
C 2.0250 -4.0611 1.7108
C 1.4494 -3.3020 2.8517
C 1.5029 -1.9086 2.1889
O 1.0702 -2.1005 0.8363
H 1.7313 -5.0698 1.6647
H 3.1385 -4.1176 1.6171
H 0.3989 -3.5648 3.0167
H 2.0427 -3.2987 3.7841
H 0.8832 -1.2397 2.7045
H 2.5160 -1.4870 2.1833
O -3.8950 -0.5903 -4.0942
C -3.2612 -1.3993 -3.5310
C -1.7339 -1.3984 -3.3157
C -1.4788 -2.8258 -2.8330
C -2.8633 -3.1747 -2.2162
O -3.8077 -2.4451 -2.9026
H -1.2131 -1.0346 -4.1759
H -1.5492 -0.5225 -2.6265
H -1.2477 -3.4641 -3.7357
H -0.6959 -2.8762 -2.1072
H -3.1728 -4.1951 -2.2395
H -2.8358 -2.9711 -1.1436
C 1.0950 6.8819 0.1896
C 1.4870 6.4928 1.5145
N 1.7749 6.2426 2.5858
H 1.8329 7.4013 -0.4195
H 0.2789 7.5896 0.1718
H 0.6854 6.0181 -0.3615
C 1.0216 2.7560 2.8694
C 0.4911 1.4175 3.1125
N -0.0316 0.4451 3.3882
H 0.2733 3.4828 2.4531
H 1.7976 2.7663 2.0627
H 1.5373 3.1465 3.7871
C 1.7362 0.2136 -2.1615
C 1.7522 1.7103 -1.9921
N 1.9518 2.8223 -1.7810
H 2.6817 -0.0187 -2.6271
H 0.9395 -0.0862 -2.8462
H 1.5514 -0.2252 -1.1955
C -2.6089 0.4392 0.8692
C -2.0964 1.6449 0.2495
N -1.7387 2.5844 -0.2522
H -3.6395 0.6325 0.8285
H -2.0894 0.2970 1.7858
H -2.3249 -0.4135 0.2436
*
```

---

No. 8
Entry from the OMol25 dataset: a molecular structure, C16H25AlBr2NO2S in a non-equilibrium geometry (wB97M-V/def2-TZVPD).

Computed properties:
* orbital gap: 5.64 eV
* HOMO level: -4.7 eV

The geometry in ORCA input format:
```
! RIJCOSX wB97M-V def2-TZVPD def2/J DEFGRID3
* xyz -1 1
C 3.0643 -2.5542 3.1493
C 1.9982 -2.7853 2.2299
C 0.9786 -2.7115 0.9453
C -0.3665 -1.8041 1.1775
C -0.1532 -0.4605 2.0917
Al 0.5671 1.1657 0.9924
S 0.5934 0.7575 -1.2807
C 2.3707 1.7903 1.7461
C 3.5926 1.7534 0.6532
C 4.3354 0.2798 0.6813
N 3.6705 -0.5938 -0.3696
H 4.0352 -2.3328 3.8034
H 0.5969 -3.8286 0.7660
H 1.5491 -2.4301 -0.0648
H -0.7031 -1.4288 0.0953
H -1.2762 -2.4806 1.5505
H 0.4481 -0.6323 3.0906
H -1.2421 -0.1147 2.4377
H -0.4697 2.3833 1.1903
H -0.7466 0.7305 -1.7428
H 2.6032 1.1098 2.6940
H 2.2713 2.9198 2.1117
H 4.4033 2.5431 1.0112
H 3.2482 2.0162 -0.4415
H 4.1363 -0.1715 1.7627
H 5.5020 0.3684 0.5504
H 3.9832 -0.3408 -1.3377
H 3.8647 -1.6131 -0.1582
C -3.2961 3.3649 -1.2537
C -2.8800 2.3819 -0.4494
C -3.7294 1.8789 0.6482
O -3.3486 0.9806 1.3861
C -5.0563 2.5027 0.8214
C -5.4724 3.4857 0.0170
C -4.6230 3.9887 -1.0806
O -5.0038 4.8870 -1.8185
H -2.6853 3.7460 -2.0630
H -1.9098 1.9136 -0.5640
H -5.6671 2.1216 1.6306
H -6.4426 3.9541 0.1316
Br -1.9175 -1.7960 -3.7190
C -0.1651 -2.6477 -3.6281
C -0.2850 -4.1079 -3.2593
Br -0.6417 -4.3285 -1.3542
H 0.4348 -2.0688 -2.9201
H 0.2570 -2.5366 -4.6309
H 0.6606 -4.6285 -3.4335
H -1.0841 -4.6269 -3.7956
*
```

---

No. 9
Entry from the OMol25 dataset: a molecular structure, C16H25BeBrCl5CsF8IN3O18P3S in a non-equilibrium geometry (wB97M-V/def2-TZVPD).

Computed properties:
* orbital gap: 2.48 eV
* HOMO level: -10.6 eV

The geometry in ORCA input format:
```
! RIJCOSX wB97M-V def2-TZVPD def2/J DEFGRID3
* xyz 1 1
O -4.8175 -0.3286 0.7214
N -3.7355 0.0829 0.8750
O -3.0479 -0.2270 -0.3047
C -1.7093 -0.6065 0.0190
C -0.9361 -1.0982 -1.2087
C -1.2579 -0.2686 -2.4879
P -1.8621 -1.4686 -3.7766
O -0.7013 -2.5819 -3.6707
O -3.0713 -2.1721 -2.9536
C -0.0890 0.5038 -3.0747
C 0.4411 1.6884 -2.1929
C -0.4383 2.9436 -2.2069
O -0.1059 3.9235 -2.8097
I -2.2785 2.9894 -1.1202
P -0.6223 1.1682 -4.8216
O 0.4328 2.3310 -5.1707
Br -2.5142 2.1831 -4.6137
O 1.0216 -0.3573 -3.4201
S 1.7773 -1.0323 -2.2040
O 2.1671 -2.3337 -2.6072
O 2.8187 -0.1785 -1.7220
C 0.5440 -1.2317 -0.8643
F 0.7895 -2.4566 -0.3515
H -1.1602 0.1468 0.5847
H -1.7714 -1.4731 0.6977
H -1.2706 -2.1215 -1.3566
H -2.0794 0.4287 -2.3560
H -0.3569 -2.7981 -4.5447
H -3.8773 -2.0964 -3.4800
H 1.4199 1.9790 -2.5622
H 0.5893 1.4145 -1.1476
H 1.3015 2.1309 -4.7952
H 0.8435 -0.4426 -0.1047
O -5.3140 3.6514 -2.1437
Cl -5.4412 3.1548 -3.4926
O -4.3438 3.6786 -4.2979
O -6.6897 3.5435 -4.0565
O -5.3158 1.7059 -3.4690
C 1.8281 5.6673 -0.0888
C 0.6560 5.2829 0.7851
O 0.7675 3.8499 0.7830
C 2.0349 3.5581 0.6196
O 2.4758 2.4321 0.8428
O 2.7460 4.5741 0.1990
F -0.5356 5.5871 0.2788
H 1.5714 5.6529 -1.1486
H 2.2630 6.6280 0.1637
H 0.7038 5.6407 1.8103
C 5.6957 0.9075 -0.0787
C 6.6356 0.6158 0.9921
N 7.3695 0.3782 1.8456
H 6.0977 0.5669 -1.0305
H 4.7566 0.3950 0.1077
H 5.5124 1.9785 -0.1299
Be 1.8629 0.3598 1.1717
O -1.9227 -2.8024 2.1489
H -1.6014 -3.0723 3.0193
H -2.5204 -3.5062 1.8552
C -4.4752 -6.1440 3.1780
C -3.4669 -5.8055 2.1679
N -2.6845 -5.5347 1.3779
H -5.4016 -5.6027 2.9901
H -4.6663 -7.2144 3.1364
H -4.1013 -5.8839 4.1662
C -3.5316 -6.9697 -2.1691
Cl -2.1360 -5.8896 -2.3116
Cl -4.1296 -7.3851 -3.7638
Cl -3.0754 -8.4226 -1.2925
Cl -4.8141 -6.1224 -1.2680
F 0.6270 1.4016 3.3023
P 1.6011 1.7269 4.6449
F 1.0062 3.2602 4.4451
F 0.1958 1.4861 5.4621
F 2.9169 2.5711 5.1074
F 2.6719 0.9545 3.5582
F 2.1262 0.5983 5.7088
C 6.4323 0.3095 5.8033
O 7.2345 1.2885 5.1572
H 6.7172 0.2889 6.8516
H 5.3688 0.5585 5.7318
H 6.6003 -0.6820 5.3706
H 6.9833 1.3020 4.2302
Cs -3.7348 -3.1583 0.7592
*
```

---

Number 1: total energy -2131.44533 a.u.. Number 2: total energy -1626.44534 a.u.. Number 3: total energy -2167.81259 a.u.. Number 4: total energy -1357.52093 a.u.. Number 5: total energy -962.86818 a.u.. Number 6: total energy -1466.95185 a.u.. Number 7: total energy -1144.00132 a.u.. Number 8: total energy -6618.34311 a.u.. Number 9: total energy -9571.18515 a.u..